1.
194
Properties=species:S:1:pos:R:3:lowdin_charge:R:1 method="wB97M-V/def2-TZVPD" lumo_energy_ev=0.13 multiplicity=1 charge=0 homo_ev=-8.03 homo_lumo_gap_ev=8.1674
C -0.23 -6.17 2.23 -0.1476
O 1.16 -6.45 2.10 -0.1282
H -0.48 -5.46 1.44 0.0661
H -0.93 -7.00 2.13 0.0800
H -0.37 -5.71 3.20 0.0717
H 1.35 -6.46 1.15 0.0429
C -0.17 -0.41 0.75 -0.0908
O -0.46 -0.45 -0.65 -0.1492
H -0.43 0.54 1.21 0.0710
H -0.66 -1.22 1.28 0.0792
H 0.91 -0.49 0.88 0.0621
H -0.53 -1.38 -0.90 0.0295
C 1.31 6.03 -0.39 -0.0721
C 0.51 7.23 -0.90 -0.3917
C 1.40 8.47 -1.02 -0.1831
O 1.88 8.88 0.30 -0.2077
C 2.84 9.95 0.30 -0.1028
N 0.01 6.85 -2.25 0.0242
H 0.64 5.25 -0.03 0.0643
H 1.86 6.34 0.50 0.0648
H 1.99 5.63 -1.14 0.0776
H -0.35 7.31 -0.24 0.1364
H 0.87 9.30 -1.49 0.1149
H 2.23 8.29 -1.70 0.1177
H 3.24 9.95 1.31 0.0797
H 2.38 10.92 0.10 0.0819
H 3.70 9.73 -0.32 0.0800
H 0.67 6.59 -2.97 0.0631
H -0.49 5.97 -2.22 0.0079
C -6.30 -2.74 -3.35 -0.0417
C -7.11 -2.24 -2.13 -0.4152
C -6.46 -1.05 -1.34 -0.1549
O -5.27 -1.49 -0.74 -0.2281
C -4.58 -0.53 0.06 -0.0604
N -8.43 -2.03 -2.68 0.0188
H -5.27 -2.87 -3.04 0.0492
H -6.37 -1.93 -4.08 0.0736
H -6.65 -3.73 -3.62 0.0826
H -7.21 -3.06 -1.42 0.1203
H -7.10 -0.61 -0.57 0.1260
H -6.28 -0.26 -2.07 0.1202
H -4.36 0.40 -0.47 0.0819
H -3.63 -0.94 0.41 0.0845
H -5.17 -0.21 0.91 0.0921
H -9.00 -1.67 -1.93 0.0653
H -8.90 -2.90 -2.88 0.0750
C -2.44 -2.52 -2.43 -0.0306
C -1.18 -3.32 -2.74 -0.4289
C -0.28 -2.90 -3.90 -0.2073
O -1.09 -2.70 -5.01 -0.1811
C -0.57 -1.72 -5.98 -0.0403
N -0.44 -3.35 -1.53 0.0656
H -2.18 -1.46 -2.43 0.0756
H -2.99 -2.77 -1.52 0.0707
H -3.07 -2.68 -3.30 0.0728
H -1.53 -4.34 -2.90 0.1403
H 0.48 -3.65 -4.13 0.1243
H 0.09 -1.95 -3.52 0.1102
H 0.23 -2.22 -6.52 0.0826
H -0.21 -0.82 -5.47 0.0603
H -1.33 -1.39 -6.69 0.0867
H 0.18 -4.15 -1.48 0.0571
H -1.17 -3.43 -0.83 0.0469
C 3.10 -2.04 0.28 -0.0409
C 2.16 -3.22 0.54 -0.3639
C 2.42 -4.39 -0.50 -0.1119
O 1.38 -5.37 -0.61 -0.2689
C 1.64 -6.41 -1.53 -0.0818
N 2.16 -3.64 1.92 0.0742
H 2.91 -1.21 0.95 0.0640
H 3.01 -1.68 -0.74 0.0566
H 4.14 -2.31 0.50 0.0811
H 1.16 -2.80 0.40 0.0990
H 3.28 -4.92 -0.11 0.1372
H 2.61 -3.99 -1.50 0.1024
H 2.42 -6.99 -1.04 0.0916
H 2.06 -6.07 -2.48 0.0834
H 0.79 -7.08 -1.64 0.1021
H 1.65 -4.51 2.04 0.0535
H 1.65 -3.02 2.52 0.0698
C 3.10 1.28 4.75 -0.0691
C 3.48 2.16 5.88 -0.4514
C 2.30 2.77 6.64 -0.1467
O 1.53 3.56 5.66 -0.2054
C 2.00 4.86 5.36 -0.1147
N 4.17 1.30 6.85 0.0365
H 2.53 0.43 5.13 0.0774
H 4.07 0.93 4.39 0.0835
H 2.48 1.78 4.00 0.0737
H 4.17 2.88 5.44 0.1313
H 2.61 3.34 7.51 0.1177
H 1.62 2.02 7.05 0.1233
H 1.28 5.54 4.92 0.0845
H 2.83 4.85 4.65 0.0683
H 2.29 5.49 6.20 0.0832
H 3.48 0.64 7.19 0.0636
H 4.36 1.82 7.70 0.0650
C 3.24 0.69 -2.40 -0.0595
C 2.15 1.71 -2.55 -0.3766
C 1.12 1.45 -3.68 -0.1854
O 0.25 2.52 -3.85 -0.2113
C -0.41 2.58 -5.07 -0.0748
N 1.50 1.74 -1.23 0.0784
H 4.03 0.98 -1.70 0.0948
H 3.79 0.71 -3.34 0.0749
H 2.78 -0.28 -2.23 0.0665
H 2.65 2.66 -2.72 0.1463
H 0.54 0.54 -3.59 0.1134
H 1.70 1.19 -4.56 0.1232
H 0.30 2.41 -5.88 0.0988
H -0.94 3.52 -5.26 0.1035
H -1.23 1.86 -5.03 0.0770
H 1.25 0.78 -1.02 0.0460
H 0.59 2.16 -1.41 0.0459
C -4.13 0.91 -4.26 -0.2734
C -4.90 0.85 -5.54 -0.2289
O -4.25 1.53 -6.63 -0.0631
O -4.34 2.01 -3.42 -0.0599
H -3.07 0.90 -4.51 0.1020
H -4.34 0.00 -3.70 0.1018
H -5.94 1.17 -5.45 0.1257
H -4.99 -0.20 -5.80 0.1115
H -4.63 2.41 -6.60 0.0802
H -3.69 1.85 -2.74 0.0277
C -1.87 2.57 -0.84 -0.2280
C -2.15 3.91 -1.46 -0.1987
O -1.10 4.30 -2.32 -0.0829
O -1.99 1.57 -1.85 -0.0738
H -2.57 2.33 -0.04 0.1081
H -0.93 2.53 -0.28 0.1005
H -2.32 4.68 -0.71 0.1274
H -3.07 3.95 -2.05 0.1190
H -0.91 3.55 -2.89 0.0437
H -1.43 0.84 -1.56 0.0403
C 3.50 3.09 1.57 -0.2039
C 4.68 3.79 2.28 -0.2640
O 4.54 5.12 2.59 -0.0530
O 3.44 3.41 0.15 -0.1043
H 2.53 3.28 2.03 0.1065
H 3.64 2.01 1.66 0.1000
H 5.65 3.66 1.80 0.1219
H 4.83 3.28 3.23 0.0942
H 4.63 5.61 1.77 0.0915
H 2.80 2.80 -0.22 0.0012
C -1.71 1.49 3.87 -0.2141
C -1.46 2.81 3.12 -0.2497
O -2.51 3.72 3.06 -0.0338
O -2.69 0.77 3.19 -0.0862
H -2.05 1.67 4.89 0.1321
H -0.84 0.83 3.81 0.1186
H -1.12 2.60 2.11 0.0936
H -0.62 3.33 3.59 0.1183
H -3.20 3.28 2.56 0.0748
H -3.55 1.15 3.40 0.1036
C -3.34 -4.62 1.18 -0.2117
C -4.68 -4.06 1.54 -0.2455
O -5.51 -3.89 0.42 -0.0680
O -2.41 -3.59 0.79 -0.1014
H -3.48 -5.44 0.47 0.1299
H -2.95 -5.18 2.04 0.0992
H -4.62 -3.14 2.12 0.1170
H -5.19 -4.86 2.09 0.1225
H -5.25 -3.10 -0.06 0.0262
H -2.51 -2.93 1.49 0.0246
C -0.46 -2.89 4.50 -0.2131
C -1.97 -2.39 4.43 -0.1768
O -2.38 -2.03 3.13 -0.1063
O 0.42 -1.80 4.40 -0.0866
H -0.28 -3.53 3.63 0.0826
H -0.35 -3.51 5.39 0.1179
H -2.09 -1.48 5.02 0.1170
H -2.66 -3.17 4.75 0.1173
H -2.27 -1.08 3.05 0.0365
H 1.29 -2.05 4.72 0.0228
C 4.29 -2.50 4.80 -0.1944
C 4.80 -2.19 3.45 -0.2630
O 4.78 -3.35 2.66 -0.0866
O 2.88 -2.83 4.78 -0.0995
H 4.23 -1.58 5.38 0.1043
H 4.79 -3.31 5.33 0.1327
H 5.84 -1.86 3.48 0.1292
H 4.17 -1.46 2.95 0.1050
H 3.85 -3.49 2.51 -0.0013
H 2.86 -3.76 5.00 0.1013
C 4.67 -2.45 -3.90 -0.2578
C 3.34 -3.06 -4.32 -0.2845
O 3.46 -4.39 -4.69 -0.0335
O 5.05 -3.11 -2.75 -0.0541
H 4.70 -1.38 -3.72 0.0991
H 5.40 -2.69 -4.68 0.1236
H 2.96 -2.54 -5.20 0.1225
H 2.59 -2.86 -3.55 0.0899
H 3.68 -4.83 -3.87 0.0727
H 6.00 -2.98 -2.70 0.0989



2.
13
Properties=species:S:1:pos:R:3:nbo_charge:R:1 method="wB97M-V/def2-TZVPD" lumo_energy_ev=-0.77 multiplicity=1 charge=0 homo_ev=-8.32 homo_lumo_gap_ev=7.5493 smiles="CC(=S)c1cscn1"
C 1.04 -0.94 0.07 -0.3884
C 2.52 0.95 -0.21 -0.0853
C 0.45 0.33 -0.10 -0.0157
C -0.98 0.58 0.05 -0.0621
C -2.13 -0.63 0.12 -0.6685
N 1.31 1.37 -0.15 -0.3794
S -1.51 2.18 0.11 0.0387
S 2.77 -0.77 0.16 0.3840
H 0.60 -1.98 -0.07 0.2587
H 3.30 1.67 -0.33 0.2195
H -2.84 -0.68 -0.75 0.2426
H -2.95 -0.47 0.89 0.2503
H -1.59 -1.61 0.20 0.2054



3.
99
Properties=species:S:1:pos:R:3:lowdin_charge:R:1 method="wB97M-V/def2-TZVPD" lumo_energy_ev="3.29 / 3.40" multiplicity=1 charge=-2 homo_ev="-0.97 / -1.54" homo_lumo_gap_ev="4.2536 / 4.9429"
Na -0.48 -0.50 -0.42 0.2811
C -3.37 2.07 6.38 -0.0581
C -3.54 0.67 5.77 -0.5614
C -2.68 -0.29 6.59 -0.0764
C -5.00 0.24 5.90 -0.0595
C -3.13 0.69 4.30 -0.1959
C -2.12 -0.09 3.79 0.0213
C -1.76 -0.07 2.42 -0.1967
N -0.77 -0.76 1.83 0.1003
C 0.23 -1.49 2.39 -0.1909
C 0.75 -1.34 3.69 0.0010
C 1.80 -2.11 4.16 -0.1936
C 2.33 -3.08 3.31 -0.0016
C 1.90 -3.26 2.00 -0.1115
C 0.86 -2.43 1.46 -0.3628
O 0.49 -2.48 0.24 -0.1283
C 2.53 -4.33 1.10 -0.5373
C 3.21 -3.69 -0.11 -0.0639
C 3.58 -5.17 1.83 -0.0864
C 1.43 -5.30 0.62 -0.0550
C 2.32 -1.88 5.58 -0.5560
C 2.80 -0.43 5.74 -0.0604
C 3.49 -2.80 5.93 -0.0789
C 1.20 -2.15 6.60 -0.0543
C -2.56 0.73 1.48 -0.3169
O -2.36 0.66 0.23 -0.1020
C -3.56 1.59 2.05 -0.0996
C -3.81 1.55 3.41 -0.0106
C -4.34 2.53 1.12 -0.5384
C -5.15 1.72 0.11 -0.0509
C -3.35 3.45 0.38 -0.0475
C -5.31 3.44 1.88 -0.0865
H -3.66 2.07 7.43 0.0738
H -3.98 2.81 5.85 0.0705
H -2.33 2.40 6.30 0.0881
H -3.00 -0.27 7.64 0.0775
H -1.63 -0.02 6.56 0.0749
H -2.77 -1.32 6.23 0.0866
H -5.31 0.23 6.95 0.0730
H -5.14 -0.76 5.49 0.0861
H -5.66 0.91 5.36 0.0714
H -1.60 -0.79 4.43 0.0806
H 0.35 -0.55 4.31 0.0964
H 3.13 -3.71 3.67 0.0744
H 4.03 -3.04 0.21 0.0659
H 2.49 -3.09 -0.67 0.0638
H 3.62 -4.46 -0.77 0.0748
H 4.42 -4.55 2.16 0.0804
H 3.97 -5.93 1.15 0.0739
H 3.16 -5.68 2.70 0.0784
H 0.65 -4.75 0.09 0.0709
H 0.98 -5.82 1.47 0.0810
H 1.86 -6.05 -0.05 0.0715
H 3.61 -0.22 5.04 0.0594
H 3.16 -0.25 6.76 0.0758
H 2.00 0.28 5.54 0.0753
H 4.33 -2.64 5.25 0.0852
H 3.21 -3.85 5.88 0.0793
H 3.84 -2.59 6.95 0.0747
H 0.34 -1.50 6.41 0.0585
H 1.55 -1.98 7.62 0.0747
H 0.85 -3.18 6.52 0.0852
H -4.58 2.20 3.82 0.0819
H -4.49 1.06 -0.46 0.0681
H -5.68 2.39 -0.58 0.0737
H -5.90 1.11 0.63 0.0818
H -2.64 2.86 -0.19 0.0657
H -2.80 4.07 1.09 0.0847
H -3.89 4.11 -0.31 0.0754
H -6.08 2.86 2.40 0.0760
H -5.82 4.10 1.17 0.0749
H -4.80 4.06 2.62 0.0804
Se 3.19 0.01 0.45 -0.0748
Se 3.98 1.02 -1.37 -0.0876
Te 4.72 3.46 1.47 -0.0245
Se 3.55 1.46 2.30 -0.2905
Br -2.35 2.39 -5.22 0.7190
C -0.98 1.31 -4.50 -0.6839
C 0.28 1.29 -5.09 -0.1246
C 1.25 0.50 -4.50 -0.0596
C 0.92 -0.25 -3.38 -0.1324
N -0.29 -0.23 -2.83 0.0716
C -1.22 0.55 -3.37 -0.1744
H 0.49 1.90 -5.95 0.1028
H 2.26 0.48 -4.89 0.1088
H 1.67 -0.85 -2.88 0.1001
H -2.18 0.58 -2.87 0.1140
N 1.82 5.59 -3.26 0.1301
C 1.54 4.90 -2.38 -0.1875
C 1.18 4.04 -1.29 -0.2134
C 1.26 4.46 0.03 -0.0442
C 0.88 3.58 1.02 -0.0827
C 0.43 2.31 0.65 -0.1401
N 0.37 1.89 -0.61 0.0929
C 0.75 2.74 -1.56 -0.1069
H 1.64 5.44 0.27 0.1137
H 0.96 3.84 2.06 0.1075
H 0.12 1.60 1.41 0.1046
H 0.72 2.38 -2.58 0.0949



4.
13
Properties=species:S:1:pos:R:3:nbo_charge:R:1 method="wB97M-V/def2-TZVPD" lumo_energy_ev="0.71 / -2.16" multiplicity=3 charge=0 homo_ev="-5.41 / -9.70" homo_lumo_gap_ev="6.1160 / 7.5422" s2=2.008
C -0.31 0.13 0.09 0.9147
C 0.56 -1.78 -1.35 -0.5097
C -0.79 1.91 1.41 -0.2468
N 0.93 -0.42 -0.95 -0.4556
O -1.37 -0.42 0.15 -0.5747
O 0.20 1.16 0.65 -0.4728
Br 2.64 -0.23 -0.28 0.0589
H -0.55 -1.84 -1.50 0.2295
H 1.12 -2.09 -2.21 0.2269
H 0.52 -2.51 -0.50 0.2256
H -1.42 2.19 0.65 0.1888
H -0.33 2.76 1.82 0.2086
H -1.21 1.14 2.02 0.2066



Result set for ΔE to the lowest compared entry with this formula, charge and spin: 0.0; 26.6; 0.1; 25.4 kcal/mol, one per record in the order listed.